1.
DFT (wB97M-V/def2-TZVPD) results for one molecule with the formula C3H7N3O.

Summary:
SMILES: [H]/N=C/O/C(=N/[H])NC
M, g/mol: 101.11
Total charge: 0
Spin multiplicity: 1
HOMO, eV: -8.95
Electronic energy, a.u.: -357.99220
Energy above the lowest of the compared OMol25 structures with the same formula, charge and spin, eV: 1.569

Each line ends with the Löwdin charge.
Positions of all 14 atoms, in Å:
H1 -2.91 0.79 -1.62  0.0546
N1 -2.05 0.78 -1.07  0.1449
C1 -1.56 -0.39 -1.12  -0.2918
O1 -0.32 -0.65 -0.64  -0.0111
C2 -0.17 -0.39 0.70  -0.5401
N2 -1.17 -0.63 1.45  0.1412
H2 -1.04 -0.27 2.38  0.0455
N3 1.08 0.07 0.94  0.0159
C3 2.02 0.38 -0.14  -0.0756
H3 -1.97 -1.29 -1.56  0.1300
H4 1.32 0.20 1.90  0.1305
H5 1.59 1.12 -0.83  0.0876
H6 2.27 -0.52 -0.70  0.0842
H7 2.92 0.80 0.30  0.0842

2.
DFT (wB97M-V/def2-TZVPD) results for an isolated ion of composition C3H8N3O and charge +1.

Summary:
SMILES: [NH3+]CN1C=CON1
M, g/mol: 102.12
Total charge: +1
Spin multiplicity: 1
HOMO, eV: -12.61
Electronic energy, a.u.: -358.24881
Energy above the lowest of the compared OMol25 structures with the same formula, charge and spin, eV: 4.017

Each line ends with the Löwdin charge.
Positions of all 15 atoms, in Å:
N1 1.45 -0.64 0.68  0.2148
C1 1.22 0.20 -0.60  -0.1375
N2 -0.15 0.38 -0.84  -0.0932
C2 -0.93 1.21 0.00  -0.0770
C3 -1.90 0.51 0.59  -0.0861
O1 -1.84 -0.82 0.29  -0.0629
N3 -0.85 -1.02 -0.72  0.0602
H1 1.21 -0.11 1.52  0.1681
H2 2.41 -1.00 0.75  0.1723
H3 0.78 -1.43 0.57  0.1492
H4 1.72 1.17 -0.49  0.1484
H5 1.67 -0.37 -1.42  0.1434
H6 -0.74 2.26 0.02  0.1216
H7 -2.69 0.81 1.25  0.1332
H8 -1.35 -1.15 -1.60  0.1454

3.
DFT (wB97M-V/def2-TZVPD) results for one molecule with the formula CH2F3NS2.

Summary:
SMILES: FC(F)(F)SNS
M, g/mol: 149.16
Total charge: 0
Spin multiplicity: 1
HOMO, eV: -8.78
Electronic energy, a.u.: -1189.98068
Energy above the lowest of the compared OMol25 structures with the same formula, charge and spin, eV: 0.451

Each line ends with the Löwdin charge.
Positions of all 9 atoms, in Å:
F1 3.78 0.03 1.02  0.0883
C1 2.82 -0.10 0.10  -0.8017
F2 3.31 -0.36 -1.08  0.1363
F3 1.99 -1.14 0.44  0.0389
S1 1.69 1.52 0.16  0.8778
N1 0.35 0.64 -0.34  -0.8110
S2 -0.83 0.10 0.84  0.6651
H1 -0.04 1.03 -1.10  -0.0542
H2 0.15 0.02 1.78  -0.1394

4.
DFT (wB97M-V/def2-TZVPD) results for one molecule with the formula C2H5NO2.

Summary:
SMILES: NCC(=O)O
M, g/mol: 75.07
Total charge: 0
Spin multiplicity: 1
HOMO, eV: -10.33
Electronic energy, a.u.: -284.41702
Energy above the lowest of the compared OMol25 structures with the same formula, charge and spin, eV: 1.370

Each line ends with the Löwdin charge.
Positions of all 10 atoms, in Å:
N1 1.62 0.22 -0.23  0.0163
C1 0.35 -0.47 0.04  -0.2099
C2 -0.84 0.45 0.02  -0.6096
O1 -0.69 1.62 -0.02  0.1415
O2 -1.97 -0.14 -0.15  0.1560
H1 1.18 1.04 -0.45  -0.0060
H2 2.01 0.59 0.73  0.1284
H3 0.25 -1.10 -0.87  0.1254
H4 0.17 -1.14 0.91  0.1333
H5 -2.08 -1.07 0.03  0.1244

5.
DFT (wB97M-V/def2-TZVPD) results for H31O16 as an isolated structure.

Summary:
M, g/mol: 287.23
Total charge: -1
Spin multiplicity: 1
HOMO, eV: -6.71
Electronic energy, a.u.: -1222.35153
Energy above the lowest of the compared OMol25 structures with the same formula, charge and spin, eV: 5.950

Each line ends with the Löwdin charge.
Positions of all 47 atoms, in Å:
O1 3.88 -1.90 -1.03  -0.0624
H1 -2.31 -2.95 2.15  0.0255
H2 -2.14 -0.53 3.93  0.1403
O2 5.21 1.39 1.67  -0.1160
H3 4.47 -2.63 -1.20  0.0411
H4 2.97 -1.81 -0.93  -0.0840
O3 -1.96 -1.52 -3.76  -0.0715
H5 4.79 1.82 0.90  -0.0087
H6 -1.35 0.78 3.42  -0.0266
O4 -2.24 0.54 3.78  -0.1574
H7 -1.86 1.10 2.11  0.0395
H8 4.51 1.88 2.27  0.0932
O5 -1.59 -3.47 2.69  -0.1384
H9 3.44 3.67 -0.51  0.0638
H10 3.14 0.47 -0.34  0.0040
O6 1.33 -1.95 -0.87  -0.2093
H11 -1.18 0.08 -0.75  0.0094
H12 1.08 -0.80 -3.30  -0.0475
O7 -3.89 1.50 0.76  0.0106
H13 -3.92 2.43 0.60  0.0443
H14 -4.07 1.32 1.60  -0.0505
O8 -2.97 -2.19 0.85  -0.0424
H15 -3.63 -2.63 0.31  0.0634
H16 -1.07 -1.71 -3.57  -0.0295
O9 0.32 0.39 3.78  -0.0459
H17 0.72 0.27 2.88  0.0941
O10 2.93 3.71 0.37  -0.1421
H18 -0.66 -3.25 2.66  -0.0009
H19 2.18 3.05 0.05  0.0896
O11 -0.40 0.08 -0.20  -0.0548
H20 -1.83 -0.60 -3.63  0.0067
H21 0.27 -0.49 -0.56  -0.0341
O12 3.12 0.77 -1.24  -0.0984
H22 -1.37 1.92 0.65  0.0417
H23 -3.02 -0.43 -1.44  0.0454
O13 0.84 2.70 -3.57  -0.0812
H24 0.86 -1.26 -1.72  0.0020
H25 0.74 -2.52 -0.43  -0.0067
O14 -3.57 -1.12 -1.91  -0.0753
H26 3.17 -0.09 -1.81  0.0714
H27 1.29 2.44 -4.30  -0.0521
O15 -1.49 1.97 1.64  -0.1634
H28 0.71 1.12 4.22  0.0400
H29 -2.50 -1.54 0.31  0.0379
O16 0.31 -0.76 -2.78  -0.2642
H30 0.98 1.78 -3.06  0.0911
H31 -3.00 -1.87 -2.02  0.0084

6.
DFT (wB97M-V/def2-TZVPD) results for C6H12IN as an isolated structure.

Summary:
M, g/mol: 225.07
Total charge: 0
Spin multiplicity: 1
HOMO, eV: -9.22
Electronic energy, a.u.: -588.18854
Energy above the lowest of the compared OMol25 structures with the same formula, charge and spin, eV: 0.808

Each line ends with the Löwdin charge.
Positions of all 20 atoms, in Å:
C1 0.17 0.49 -0.38  -0.3523
C2 -0.47 -2.21 -0.66  -0.1366
C3 -2.02 -0.89 0.64  -0.1162
C4 1.70 2.45 0.12  -0.1594
C5 -0.58 -1.14 0.35  -0.3283
C6 1.34 1.06 0.41  -0.7356
N1 -0.45 1.05 -1.35  0.1222
I1 2.91 -0.39 0.04  0.8328
H1 -1.22 -2.90 -0.21  0.0862
H2 0.44 -2.85 -0.82  0.0811
H3 -0.87 -1.88 -1.60  0.0769
H4 -2.65 -0.70 -0.19  0.0710
H5 -2.25 -0.06 1.32  0.0781
H6 -2.49 -1.68 1.17  0.0649
H7 0.98 3.10 0.59  0.0950
H8 1.73 2.60 -0.91  0.0540
H9 2.65 2.67 0.51  0.0589
H10 0.00 -1.43 1.20  0.0918
H11 1.02 0.77 1.38  0.0569
H12 0.06 1.94 -1.61  0.0587

7.
DFT (wB97M-V/def2-TZVPD) results for C31H37AlBBeBrCl4F5N4NaO9S2 as an isolated structure.

Summary:
M, g/mol: 1060.29
Total charge: +2
Spin multiplicity: 1
HOMO, eV: -10.96
Electronic energy, a.u.: -8253.70175
Energy above the lowest of the compared OMol25 structures with the same formula, charge and spin, eV: 0.000

Each line ends with the Löwdin charge.
Positions of all 97 atoms, in Å:
C1 -5.92 2.60 2.23  -0.0086
C2 -5.20 1.69 1.16  -0.3050
O1 -6.06 0.54 0.95  -0.0448
C3 -3.79 1.14 1.64  -0.1562
O2 -3.00 2.09 2.29  -0.0359
C4 -1.60 1.96 2.10  -0.1072
C5 -0.87 3.22 1.71  -0.0871
C6 -1.72 4.53 1.51  -0.1488
C7 -2.60 4.60 0.19  -0.1417
C8 -4.05 4.56 0.37  -0.0539
C9 -5.04 4.62 -0.71  -0.0462
C10 -4.54 4.76 -2.08  -0.0417
C11 -3.09 4.83 -2.31  -0.0504
C12 -2.10 4.74 -1.22  -0.0304
C13 0.60 3.20 1.55  -0.3786
Cl1 1.39 4.80 1.13  0.7452
C14 1.44 1.99 1.75  -0.2096
C15 0.73 0.76 2.09  -0.3088
C16 -0.77 0.75 2.27  -0.1275
N1 -1.39 -0.50 2.67  0.0890
C17 -1.56 -1.31 1.72  -0.3818
O3 -1.48 -2.19 0.97  0.1200
S1 1.75 -0.75 2.30  0.9503
C18 3.18 -0.39 1.24  -0.3890
C19 3.97 -1.46 0.59  -0.1899
C20 3.62 -3.01 0.76  -0.1973
C21 3.04 -3.45 -0.61  -0.2150
C22 1.83 -4.41 -0.38  -0.2379
O4 1.08 -4.44 -1.59  -0.0885
C23 5.14 -1.15 -0.26  -0.0067
C24 5.51 0.26 -0.45  -0.2126
F1 6.61 0.52 -1.23  0.0644
C25 4.73 1.28 0.20  0.0378
C26 3.54 1.00 1.05  -0.1925
N2 2.86 2.15 1.60  0.0795
H1 -6.18 3.57 1.72  0.0695
H2 -6.90 2.16 2.56  0.1116
H3 -5.31 2.80 3.15  0.0959
H4 -5.08 2.17 0.15  0.1497
H5 -5.60 -0.28 1.16  0.0677
H6 -4.13 0.28 2.50  -0.2328
H7 -3.27 0.58 0.82  0.1677
H8 -1.13 5.48 1.58  0.0941
H9 -2.46 4.57 2.37  0.0525
H10 -4.43 4.48 1.41  0.0941
H11 -6.13 4.56 -0.45  0.1200
H12 -5.29 4.81 -2.90  0.1146
H13 -2.78 4.97 -3.38  0.1097
H14 -1.03 4.80 -1.45  0.0248
H15 2.86 -3.13 1.56  0.1104
H16 4.59 -3.56 1.02  -0.1346
H17 2.63 -2.50 -1.04  -0.0269
H18 3.79 -3.82 -1.36  0.1503
H19 2.21 -5.44 -0.13  0.1553
H20 1.20 -3.96 0.43  0.0920
H21 0.15 -4.62 -1.40  0.0880
H22 5.72 -1.98 -0.73  0.0580
H23 5.04 2.35 0.06  0.1320
H24 3.08 2.92 0.97  0.0829
Cl2 0.96 -1.54 0.04  0.4578
C27 -1.91 4.54 5.97  -0.9687
Cl3 -2.39 2.91 5.47  0.5423
Cl4 -1.90 5.65 4.58  0.5707
H25 -2.62 4.91 6.70  0.0379
H26 -0.91 4.51 6.40  0.0359
C28 3.26 1.46 -3.04  -0.2099
S2 2.11 0.14 -2.65  0.8282
O5 2.88 -0.97 -1.99  -0.5470
C29 1.81 -0.38 -4.35  -0.2054
H27 3.62 1.89 -2.10  0.0311
H28 4.11 1.06 -3.59  0.0886
H29 2.76 2.22 -3.63  0.0651
H30 2.75 -0.67 -4.83  0.0935
H31 1.34 0.44 -4.90  0.0777
H32 1.13 -1.24 -4.35  0.0490
Na1 0.86 4.79 -1.04  0.5050
Be1 0.85 -1.99 -2.02  0.6071
Br1 -4.11 -0.81 3.60  0.7017
B1 4.68 -4.68 3.97  -1.2154
F2 4.10 -3.38 4.03  0.0648
F3 4.26 -5.45 5.06  0.1211
F4 4.28 -5.31 2.73  0.0331
F5 6.10 -4.56 3.97  0.0455
Al1 6.31 -3.82 0.93  1.2020
C30 2.09 -5.21 -5.44  -0.8004
O6 1.83 -6.28 -4.86  0.0499
O7 1.71 -4.10 -4.70  0.0117
O8 2.62 -5.00 -6.54  0.0869
H33 1.36 -4.66 -3.97  0.0581
C31 -2.26 -4.18 -2.93  -0.6474
O9 -1.15 -3.63 -2.98  -0.0295
N3 -2.92 -4.39 -1.77  0.1766
N4 -2.89 -4.61 -4.04  0.1931
H34 -3.82 -4.83 -1.71  0.1132
H35 -2.48 -4.08 -0.92  0.0929
H36 -2.43 -4.47 -4.92  0.1273
H37 -3.79 -5.05 -4.03  0.1168

8.
DFT (wB97M-V/def2-TZVPD) results for a 2-piece molecular cluster, C14H16Br2Cl2F4N2O2PS overall.

Summary:
M, g/mol: 614.04
Total charge: +1
Spin multiplicity: 1
HOMO, eV: -11.63
Electronic energy, a.u.: -8010.28590

Each line ends with the Löwdin charge.
Positions of all 44 atoms, in Å:
C1 3.48 -0.09 0.07  -0.1315
C2 3.50 0.10 -1.45  -0.7545
Br1 4.33 -1.53 -2.20  0.7187
C3 2.09 0.19 -2.06  -0.6805
Br2 2.24 0.22 -4.02  0.7732
C4 1.28 1.46 -1.64  -0.3263
C5 2.00 2.70 -1.13  -0.2795
C6 1.72 4.04 -1.87  -0.4923
F1 0.77 3.94 -2.80  0.1485
F2 2.87 4.35 -2.50  0.1419
C7 1.36 5.25 -0.98  -0.3739
F3 2.37 5.57 -0.17  0.1135
F4 1.18 6.28 -1.82  0.1202
S1 1.40 2.77 0.63  1.1422
C8 0.06 1.70 0.41  -0.2795
N1 0.17 1.12 -0.75  -0.1259
P1 -1.15 0.01 -1.07  0.4718
N2 -2.48 0.57 -0.56  -0.1465
O1 -1.17 -0.31 -2.64  -0.1023
O2 -0.71 -1.28 -0.26  -0.1138
H1 3.55 0.88 0.56  0.0586
H2 2.61 -0.68 0.37  0.0892
H3 4.35 -0.67 0.37  0.0634
H4 4.11 0.93 -1.78  0.0854
H5 1.55 -0.72 -1.79  0.0797
H6 0.74 1.69 -2.56  0.1043
H7 3.08 2.66 -1.04  0.1249
H8 0.42 5.13 -0.46  0.1563
H9 -0.76 1.51 1.09  0.1239
H10 -3.10 0.62 -1.37  0.0200
H11 -1.83 -1.02 -2.73  0.1127
H12 -1.51 -1.84 -0.18  0.0456
Cl1 -3.96 -1.68 0.98  0.7010
C9 -3.53 -2.88 2.15  -0.6788
C10 -3.09 -4.14 1.77  -0.6861
Cl2 -2.92 -4.57 0.10  0.6777
C11 -2.76 -5.08 2.73  -0.1014
C12 -2.88 -4.76 4.08  -0.0685
C13 -3.31 -3.50 4.46  -0.0705
C14 -3.64 -2.56 3.50  -0.1050
H13 -2.42 -6.06 2.44  0.1112
H14 -2.62 -5.50 4.83  0.1127
H15 -3.40 -3.25 5.51  0.1117
H16 -3.99 -1.58 3.79  0.1086

9.
DFT (wB97M-V/def2-TZVPD) results for a 2-piece molecular cluster, C5H11NO overall.

Summary:
SMILES: C/C=C(C)/N=C\O.[H][H]
M, g/mol: 101.15
Total charge: 0
Spin multiplicity: 1
HOMO, eV: -8.78
Electronic energy, a.u.: -327.04965
Energy above the lowest of the compared OMol25 structures with the same formula, charge and spin, eV: 2.223

Each line ends with the Löwdin charge.
Positions of all 18 atoms, in Å:
C1 1.87 -0.92 -0.87  -0.0957
C2 0.78 0.06 -0.57  -0.1378
C3 -0.28 -0.13 0.22  -0.3991
C4 -0.62 -1.39 0.96  -0.0341
N1 -1.18 0.93 0.52  0.0690
C5 -1.90 1.42 -0.40  -0.2619
O1 -1.95 1.07 -1.70  0.0443
H1 1.64 -1.94 -0.54  0.0611
H2 2.07 -0.97 -1.95  0.0720
H3 2.82 -0.62 -0.40  0.0767
H4 0.92 1.06 -0.98  0.1140
H5 -1.47 -1.90 0.50  0.0859
H6 0.22 -2.09 1.01  0.0657
H7 -0.92 -1.14 1.99  0.0813
H8 -2.61 2.22 -0.18  0.1288
H9 -1.26 0.38 -1.83  0.0949
H10 1.29 2.03 2.22  0.0291
H11 0.59 1.94 1.99  0.0060

10.
DFT (wB97M-V/def2-TZVPD) results for C16H29N2O16PS as an isolated structure.

Summary:
M, g/mol: 568.45
Total charge: 0
Spin multiplicity: 1
HOMO, eV: -8.92
Electronic energy, a.u.: -2679.96751

Each line ends with the Löwdin charge.
Positions of all 65 atoms, in Å:
N1 4.66 0.47 0.52  -0.0155
O1 3.44 1.17 0.74  -0.4797
S1 2.77 1.71 -0.68  0.9195
O2 2.06 2.99 -0.35  -0.4358
O3 1.50 0.65 -1.14  -0.5880
P1 0.99 -0.26 0.25  0.8391
N2 -0.56 0.33 0.79  -0.1379
O4 0.70 -1.85 -0.32  -0.3176
H1 4.74 -0.12 1.35  0.0979
H2 4.58 -0.14 -0.31  0.0656
H3 -0.92 1.01 0.12  0.0227
H4 -0.46 0.77 1.71  0.0362
H5 1.35 -2.42 0.12  0.0252
C1 -1.04 -1.56 -3.75  -0.0129
C2 -2.46 -1.27 -3.32  -0.3375
C3 -2.88 -2.00 -2.07  -0.1154
O5 -4.29 -2.12 -2.25  0.0538
C4 -4.52 -2.14 -3.59  -0.5521
O6 -5.55 -2.43 -4.09  0.1693
O7 -3.40 -1.77 -4.28  0.0890
H6 -0.79 -1.01 -4.65  0.0886
H7 -0.33 -1.29 -2.97  0.0727
H8 -0.91 -2.62 -3.99  0.0958
H9 -2.62 -0.19 -3.22  0.1566
H10 -2.64 -1.44 -1.16  0.1272
H11 -2.44 -3.00 -1.99  0.1444
C5 -5.81 3.68 0.45  -0.0182
C6 -4.37 3.33 0.78  -0.3304
C7 -3.74 2.38 -0.20  -0.0894
O8 -2.76 1.72 0.61  -0.0032
C8 -3.24 1.74 1.89  -0.5647
O9 -2.79 1.10 2.78  0.1461
O10 -4.29 2.58 2.01  0.1003
H12 -6.21 4.36 1.19  0.0890
H13 -5.88 4.14 -0.53  0.0933
H14 -6.44 2.78 0.47  0.0942
H15 -3.78 4.24 0.90  0.1626
H16 -3.26 2.90 -1.03  0.1448
H17 -4.43 1.64 -0.59  0.1431
C9 9.40 3.25 0.06  -0.0218
C10 9.06 1.86 0.55  -0.3387
C11 9.95 0.78 -0.02  -0.1032
O11 9.09 -0.36 0.00  0.0698
C12 7.82 0.10 -0.11  -0.5412
O12 6.87 -0.58 -0.33  0.1390
O13 7.77 1.45 0.07  0.0869
H18 8.72 3.98 0.50  0.0882
H19 10.42 3.51 0.33  0.0912
H20 9.28 3.32 -1.02  0.0923
H21 9.04 1.83 1.64  0.1610
H22 10.83 0.61 0.59  0.1412
H23 10.25 0.97 -1.05  0.1418
C13 -4.47 -1.37 2.25  -0.0142
C14 -3.85 -2.70 2.60  -0.3233
C15 -3.32 -3.44 1.40  -0.1054
O14 -3.42 -4.80 1.83  0.0660
C16 -4.45 -4.86 2.72  -0.5520
O15 -4.94 -5.86 3.12  0.1650
O16 -4.83 -3.61 3.10  0.0893
H24 -4.83 -0.87 3.15  0.0954
H25 -3.75 -0.72 1.76  0.0624
H26 -5.33 -1.50 1.59  0.0982
H27 -3.08 -2.57 3.36  0.1644
H28 -2.28 -3.19 1.18  0.1362
H29 -3.92 -3.31 0.50  0.1330

11.
DFT (wB97M-V/def2-TZVPD) results for a 13-piece molecular cluster, H26O13 overall.

Summary:
M, g/mol: 234.20
Total charge: 0
Spin multiplicity: 1
HOMO, eV: -10.20
Electronic energy, a.u.: -993.71570
Energy above the lowest of the compared OMol25 structures with the same formula, charge and spin, eV: 1.566

Each line ends with the Löwdin charge.
Positions of all 39 atoms, in Å:
O1 -18.30 15.57 11.70  -0.0435
H1 -18.44 16.20 12.42  0.0226
H2 -19.03 14.95 11.76  0.0530
O2 -13.81 17.95 13.45  -0.0904
H3 -14.45 18.14 12.75  -0.0290
H4 -13.23 17.26 13.08  0.0143
O3 -12.11 17.23 11.38  -0.0430
H5 -11.30 17.72 11.56  0.0469
H6 -12.70 17.90 10.99  0.0273
O4 -15.84 20.63 13.29  -0.0270
H7 -16.61 20.20 13.67  0.0347
H8 -15.24 20.77 14.03  0.0735
O5 -17.96 18.32 12.77  -0.0555
H9 -18.18 18.86 13.53  0.0575
H10 -18.39 18.75 12.00  0.0332
O6 -14.37 20.33 9.20  -0.0599
H11 -13.84 20.41 10.00  -0.0269
H12 -14.95 21.11 9.23  0.0198
O7 -15.04 22.51 11.31  -0.0532
H13 -15.13 23.35 11.79  0.0410
H14 -15.50 21.86 11.85  -0.0125
O8 -15.21 15.46 11.08  -0.0522
H15 -16.08 15.40 11.50  0.0017
H16 -14.88 16.33 11.32  -0.0116
O9 -17.82 20.87 9.10  -0.0564
H17 -18.71 21.23 9.17  0.0287
H18 -17.90 19.95 9.38  -0.0084
O10 -18.85 18.40 10.23  -0.0414
H19 -18.44 17.52 10.14  0.0658
H20 -19.80 18.21 10.27  0.0792
O11 -15.53 18.36 11.25  -0.0546
H21 -16.46 18.30 11.52  0.0155
H22 -15.34 19.31 11.21  0.0300
O12 -12.79 20.54 11.51  -0.0362
H23 -13.17 20.49 12.39  0.0402
H24 -11.86 20.35 11.64  0.0628
O13 -14.34 17.00 8.22  -0.0628
H25 -14.61 16.11 8.46  0.0220
H26 -14.75 17.56 8.88  -0.0053